# 1
{"formula": "C3H5BS2", "method": "the ωB97M-V functional and the def2-TZVPD basis", "gap_ev": 9.531, "homo_energy_ev": -9.360, "energy_ev": -25539.0670, "max_force_ev_per_a": 4.19, "smiles": "CB1SC=CS1", "lumo_energy_ev": 0.17, "de_lowest_kcal_mol": 18.2, "multiplicity": 1, "species": ["C", "B", "S", "C", "C", "S", "H", "H", "H", "H", "H"], "xyz": [[2.19554, -0.08703, 0.01040], [0.62020, 0.05951, 0.02009], [-0.45023, -1.40387, 0.02666], [-2.01388, -0.61643, -0.01450], [-2.17960, 0.67777, -0.01560], [-0.15257, 1.64555, 0.02000], [2.65575, 0.72303, -0.55279], [2.52690, -1.03066, -0.41658], [2.60063, -0.03877, 1.02159], [-2.83538, -1.31707, -0.04696], [-2.96737, 1.38795, -0.05232]], "forces_ev_per_angstrom": [[-0.2, -0.1, 0.0], [0.4, -0.1, 0.0], [0.1, 0.1, 0.0], [0.2, -0.5, 0.0], [3.8, 1.7, 0.1], [-3.5, -1.4, -0.1], [0.0, 0.0, 0.0], [0.0, -0.1, -0.1], [-0.1, 0.0, 0.1], [-0.3, 0.1, 0.0], [-0.5, 0.2, 0.0]]}

=====

# 2
{"formula": "C3H5BiO3", "method": "the ωB97M-V functional and the def2-TZVPD basis", "charge": 3, "gap_ev": [7.337, 7.485], "homo_energy_ev": [-24.007, -24.176], "s_squared": 0.7554, "energy_ev": -15130.4504, "max_force_ev_per_a": 4.80, "lumo_energy_ev": [-16.67, -16.69], "de_lowest_kcal_mol": 117.2, "multiplicity": 2, "species": ["H", "O", "C", "H", "O", "Bi", "O", "C", "C", "H", "H", "H"], "xyz": [[0.15118, 1.02039, -3.16947], [-0.34938, 0.16940, -1.39317], [0.43372, 0.93023, -2.11874], [0.17991, -2.68769, 1.75202], [-1.17403, 0.83026, -0.57813], [-1.97409, -0.23827, 0.92801], [-1.22524, -1.36830, 2.41013], [-0.35424, -2.20370, 2.61426], [1.35318, 1.74845, -1.47330], [-0.26725, -2.66025, 3.61312], [2.11122, 2.25135, -2.07025], [1.11501, 2.20812, -0.51448]], "forces_ev_per_angstrom": [[0.8, -0.8, -0.4], [0.7, -3.1, -2.3], [0.5, 1.6, -0.3], [0.1, 0.6, 0.8], [-0.5, 1.7, 2.0], [-4.2, 2.1, -0.9], [1.0, -0.2, 1.4], [1.1, -3.3, 0.1], [-0.5, 1.8, -0.8], [0.3, 0.4, 0.1], [0.4, -0.2, 0.0], [0.4, -0.6, 0.4]]}

=====

# 3
{"formula": "C3H5Br", "method": "the ωB97M-V functional and the def2-TZVPD basis", "gap_ev": 10.823, "homo_energy_ev": -9.804, "energy_ev": -73232.0918, "max_force_ev_per_a": 5.68, "lumo_energy_ev": 1.02, "de_lowest_kcal_mol": 35.4, "multiplicity": 1, "species": ["C", "C", "C", "Br", "H", "H", "H", "H", "H"], "xyz": [[-0.01548, -0.78838, -0.28963], [-0.01935, 0.76722, -0.29237], [0.95031, 0.03505, 0.46822], [2.83051, 0.00468, -0.01646], [-0.60724, -1.35782, 0.25339], [0.36486, -1.12882, -1.25037], [0.38630, 0.93000, -1.37871], [-0.85072, 1.33450, 0.15039], [0.85152, -0.18261, 1.80020]], "forces_ev_per_angstrom": [[3.1, 2.9, -2.6], [-0.6, -0.2, -2.7], [1.3, -1.9, 5.2], [-0.4, 0.1, 0.1], [-2.9, -2.5, 2.2], [-0.4, -0.5, 0.4], [-1.1, 0.9, 2.4], [0.7, -0.1, -0.4], [0.2, 1.2, -4.5]]}

=====

# 4
{"formula": "C3H5Br", "method": "the ωB97M-V functional and the def2-TZVPD basis", "gap_ev": [9.060, 9.783], "homo_energy_ev": [-8.044, -10.510], "s_squared": 2.0099, "energy_ev": -73230.1882, "max_force_ev_per_a": 4.74, "lumo_energy_ev": [1.02, -0.73], "de_lowest_kcal_mol": 2.8, "multiplicity": 3, "species": ["C", "C", "C", "Br", "H", "H", "H", "H", "H"], "xyz": [[-0.46867, -0.24527, 0.44843], [1.03296, -0.87176, 0.01560], [-0.78646, 0.87266, -0.41936], [-0.35516, 2.63360, 0.17415], [-1.22051, -1.06493, 0.34963], [-0.49462, 0.04724, 1.49858], [1.67105, -0.14727, -0.32362], [1.09135, -1.86540, -0.31760], [-0.46993, 0.64113, -1.42581]], "forces_ev_per_angstrom": [[1.8, -2.2, 0.4], [-4.4, 0.7, 1.7], [0.6, 0.6, -0.4], [-0.2, -0.6, -0.3], [0.5, 0.5, -0.1], [0.3, -0.1, 0.1], [1.8, 1.5, -0.7], [0.1, -1.1, -0.1], [-0.5, 0.7, -0.5]]}

=====

# 5
{"formula": "C3H5Br2NO2", "method": "the ωB97M-V functional and the def2-TZVPD basis", "gap_ev": 9.202, "homo_energy_ev": -9.743, "energy_ev": -148856.7038, "max_force_ev_per_a": 4.57, "lumo_energy_ev": -0.54, "de_lowest_kcal_mol": 112.3, "multiplicity": 1, "species": ["C", "C", "C", "N", "O", "O", "Br", "Br", "H", "H", "H", "H", "H"], "xyz": [[-1.61663, 0.07837, -0.97415], [-0.84772, 0.05869, 0.25811], [1.24052, 0.00995, -0.10146], [1.70104, -0.09854, 1.26430], [1.87352, -1.18691, 1.75790], [1.83438, 0.95826, 1.83322], [1.45569, -1.61436, -1.04547], [1.55297, 1.59963, -1.08828], [-1.74692, -1.02815, -1.36166], [-1.01377, 0.71980, -1.65808], [-2.65161, 0.54902, -0.66180], [-0.90145, -0.84931, 0.82078], [-0.88001, 0.80355, 0.95660]], "forces_ev_per_angstrom": [[-1.3, -0.7, -0.6], [3.6, -2.5, -0.1], [-4.5, -0.6, -0.8], [0.7, 0.6, 0.4], [-0.2, -0.3, 0.0], [0.1, 0.6, 0.6], [0.3, 0.0, -0.4], [0.4, -0.3, 0.4], [0.1, 2.5, 0.5], [-1.1, -0.3, -0.2], [1.9, -0.8, -1.2], [0.1, -0.8, 0.2], [0.0, 2.6, 1.2]]}

=====

# 6
{"formula": "C3H5Br2P", "method": "the ωB97M-V functional and the def2-TZVPD basis", "gap_ev": 9.839, "homo_energy_ev": -9.351, "energy_ev": -152565.9437, "max_force_ev_per_a": 3.73, "smiles": "BrP(Br)C1CC1", "lumo_energy_ev": 0.49, "de_lowest_kcal_mol": 0.0, "multiplicity": 1, "species": ["Br", "P", "Br", "C", "C", "C", "H", "H", "H", "H", "H"], "xyz": [[2.71888, 1.74808, 0.20269], [1.53723, 0.13320, -0.72782], [2.62604, -1.54849, 0.17773], [0.13846, 0.10769, 0.28322], [-1.21671, 0.63918, -0.23550], [-0.95834, -0.84359, -0.06773], [0.44956, 0.42687, 1.35679], [-1.33678, 0.94127, -1.27782], [-1.86225, 1.10436, 0.49985], [-1.39560, -1.38323, 0.75601], [-0.70050, -1.32534, -0.96743]], "forces_ev_per_angstrom": [[0.0, 0.5, 0.1], [1.1, 0.1, -1.8], [0.3, -0.7, 0.2], [-0.8, 2.0, 3.0], [0.4, -1.1, -0.1], [0.2, 1.1, 1.1], [-1.2, -1.0, -1.7], [0.2, 0.3, 0.4], [0.2, 0.1, -0.1], [-0.2, -0.2, -0.2], [-0.3, -1.1, -0.9]]}

=====

# 7
{"formula": "C3H5Br3N3O2", "method": "the ωB97M-V functional and the def2-TZVPD basis", "charge": -1, "gap_ev": [5.541, 6.563], "homo_energy_ev": [-3.945, -4.246], "energy_ev": -221880.8799, "max_force_ev_per_a": 5.10, "lumo_energy_ev": [1.60, 2.32], "de_lowest_kcal_mol": 27.7, "multiplicity": 1, "species": ["C", "C", "C", "N", "N", "N", "O", "O", "Br", "Br", "Br", "H", "H", "H", "H", "H"], "xyz": [[-1.22060, -0.26436, 0.75870], [0.36973, -0.38968, 0.62460], [0.95563, -0.24413, -0.71264], [-1.88677, -1.31068, 0.14975], [0.39536, -0.93114, -1.87847], [-0.68211, -1.46309, -1.93829], [-1.34483, -1.94535, -2.77102], [2.32030, -0.51540, -0.67783], [1.07700, 0.90546, 1.85058], [-3.79919, -1.41433, 0.11356], [1.61970, 0.53958, -3.84679], [-1.48107, -0.10849, 1.82698], [-1.35512, 0.79339, 0.15101], [0.66425, -1.41891, 1.11449], [0.79888, 0.73232, -1.04475], [2.59211, -0.35866, -1.57065]], "forces_ev_per_angstrom": [[0.9, 4.3, -1.5], [-1.7, -3.9, 2.7], [0.6, -0.2, -1.0], [-0.2, -2.7, -0.6], [0.2, -1.3, 0.2], [0.3, 1.3, 2.6], [-1.2, -1.1, -1.8], [-0.6, -0.6, 1.4], [0.3, 0.4, 0.1], [1.2, 0.8, 0.1], [0.4, 0.3, -0.2], [0.1, 0.0, -0.6], [-0.3, -1.9, 1.6], [-0.4, 1.9, -1.2], [-0.1, 2.2, -0.3], [0.7, 0.4, -1.5]]}

=====

# 8
{"formula": "C3H5Br3O", "method": "the ωB97M-V functional and the def2-TZVPD basis", "gap_ev": 9.367, "homo_energy_ev": -9.064, "energy_ev": -215364.3504, "max_force_ev_per_a": 3.88, "lumo_energy_ev": 0.30, "de_lowest_kcal_mol": 40.8, "multiplicity": 1, "species": ["C", "C", "C", "O", "Br", "Br", "Br", "H", "H", "H", "H", "H"], "xyz": [[0.53769, -1.01075, 1.61576], [0.15893, -0.55138, 0.27240], [-1.91323, -1.03097, 0.06465], [-2.04786, -2.34926, -0.09532], [0.78257, -1.42471, -1.29241], [-2.73590, -0.24208, 1.56762], [-2.45995, -0.04703, -1.60591], [0.80262, -2.07141, 1.63269], [1.29704, -0.27610, 1.90328], [-0.48444, -0.72561, 2.16842], [0.35055, 0.62610, 0.08631], [-2.89776, -2.74714, 0.17202]], "forces_ev_per_angstrom": [[-2.1, 1.2, 0.4], [-2.8, 1.7, -2.1], [2.9, 1.6, -1.1], [0.2, -0.4, 0.4], [0.6, -0.3, 0.0], [-0.7, 0.1, 0.5], [0.1, -0.3, 0.6], [0.0, 0.4, 0.4], [0.2, -0.7, 0.7], [2.6, -1.0, -0.3], [-1.2, -2.8, 0.5], [0.3, 0.6, -0.1]]}

=====

# 9
{"formula": "C3H5BrClN", "method": "the ωB97M-V functional and the def2-TZVPD basis", "gap_ev": 9.691, "homo_energy_ev": -9.867, "energy_ev": -87245.9966, "max_force_ev_per_a": 2.44, "smiles": "C=C[C@](N)(Cl)Br", "lumo_energy_ev": -0.18, "de_lowest_kcal_mol": 0.0, "multiplicity": 1, "species": ["C", "C", "C", "N", "Cl", "Br", "H", "H", "H", "H", "H"], "xyz": [[1.71129, -0.45271, 0.04871], [0.52146, -0.55203, -0.57207], [-0.77850, 0.08364, -0.20436], [-0.93238, 0.45759, 1.06552], [-2.06325, -1.12104, -0.62343], [-1.25399, 1.79685, -1.47277], [2.49196, -1.11415, -0.33179], [1.95752, 0.05083, 0.95210], [0.24266, -1.13984, -1.45647], [-0.15430, 1.02181, 1.31352], [-1.74247, 0.96907, 1.28103]], "forces_ev_per_angstrom": [[-1.1, -1.6, -1.5], [0.1, 0.7, -0.3], [-1.1, -0.6, -1.6], [0.9, 0.2, 1.6], [0.1, 0.4, 0.0], [0.5, -0.9, 0.3], [0.0, 0.4, 0.0], [-0.2, 0.6, 0.5], [1.4, 0.0, 0.2], [0.9, 0.5, 0.7], [-1.4, 0.4, 0.1]]}

=====

# 10
{"formula": "C3H5BrN2", "method": "the ωB97M-V functional and the def2-TZVPD basis", "gap_ev": [5.501, 5.445], "homo_energy_ev": [-8.018, -7.992], "energy_ev": -76213.0218, "max_force_ev_per_a": 2.98, "lumo_energy_ev": [-2.52, -2.55], "de_lowest_kcal_mol": 7.3, "multiplicity": 1, "species": ["C", "C", "C", "N", "N", "Br", "H", "H", "H", "H", "H"], "xyz": [[0.32213, -1.55476, -0.20666], [-0.69308, 0.59525, -0.95532], [-0.17046, -0.28989, 0.11571], [0.67450, -2.62325, -0.46017], [-0.28097, 0.06578, 1.39755], [2.93744, 0.78193, 0.04472], [-0.43275, 0.21015, -1.93596], [-0.27948, 1.59801, -0.84530], [-1.78026, 0.66979, -0.87803], [0.20132, -0.47650, 2.09920], [-0.49839, 1.02349, 1.62427]], "forces_ev_per_angstrom": [[0.8, -1.7, -0.1], [-0.1, 0.2, -0.1], [0.3, 2.4, 1.8], [-0.3, 0.4, 0.1], [0.2, -0.8, -1.7], [-1.0, -0.3, 0.0], [0.1, 0.0, 0.0], [0.1, -0.1, 0.0], [-0.1, -0.1, 0.1], [0.0, 0.0, 0.0], [0.0, 0.1, 0.0]]}

=====

# 11
{"formula": "C3H5BrO", "method": "the ωB97M-V functional and the def2-TZVPD basis", "gap_ev": 10.802, "homo_energy_ev": -9.868, "energy_ev": -75280.0021, "max_force_ev_per_a": 4.32, "smiles": "C[C@H]1O[C@@H]1Br", "lumo_energy_ev": 0.93, "de_lowest_kcal_mol": 29.5, "multiplicity": 1, "species": ["C", "C", "O", "C", "Br", "H", "H", "H", "H", "H"], "xyz": [[-1.26333, 0.29965, 0.07894], [0.10079, -0.18835, 0.51950], [0.55086, -1.37308, 0.11995], [1.18575, -0.28186, -0.49042], [2.89048, 0.35710, 0.05978], [-1.10976, 0.67025, -0.85464], [-1.70723, 1.14530, 0.60382], [-1.95025, -0.59608, 0.05930], [0.37269, 0.00046, 1.53262], [0.93002, -0.03340, -1.62884]], "forces_ev_per_angstrom": [[-0.8, -2.1, 1.9], [-1.0, 3.4, 0.5], [1.5, -3.6, -2.0], [-1.6, 1.4, -1.2], [0.4, -0.4, -0.1], [-0.1, 0.7, -3.1], [0.2, -0.4, 0.6], [0.4, 1.1, 0.0], [0.3, 0.6, 0.7], [0.7, -0.9, 2.7]]}

=====

# 12
{"formula": "C3H5BrO", "method": "the ωB97M-V functional and the def2-TZVPD basis", "gap_ev": [5.722, 10.124], "homo_energy_ev": [-6.939, -9.339], "energy_ev": -75276.8412, "max_force_ev_per_a": 1.63, "lumo_energy_ev": [-1.22, 0.79], "de_lowest_kcal_mol": 102.4, "multiplicity": 1, "species": ["C", "C", "C", "O", "Br", "H", "H", "H", "H", "H"], "xyz": [[1.59835, -0.02128, -1.58725], [0.77206, -0.60962, -0.76480], [-1.70029, 0.72326, 0.96001], [-1.02768, 0.14124, 1.93237], [1.10817, -1.93840, 0.51752], [2.65617, -0.24553, -1.70505], [1.21764, 0.75571, -2.23374], [-1.85872, 1.78174, 1.06955], [-2.04980, 0.17545, 0.10284], [-0.71589, -0.76258, 1.70855]], "forces_ev_per_angstrom": [[0.0, 0.1, -0.2], [0.2, -0.1, 0.4], [-0.1, 0.3, -1.1], [0.7, -1.0, 1.1], [-0.1, 0.1, -0.3], [-0.1, -0.2, 0.2], [-0.1, 0.1, -0.1], [0.0, 0.1, 0.0], [-0.1, -0.2, 0.0], [-0.4, 0.7, 0.0]]}

=====

Repeat the fifth record exactly.
{"formula": "C3H5Br2NO2", "method": "the ωB97M-V functional and the def2-TZVPD basis", "gap_ev": 9.202, "homo_energy_ev": -9.743, "energy_ev": -148856.7038, "max_force_ev_per_a": 4.57, "lumo_energy_ev": -0.54, "de_lowest_kcal_mol": 112.3, "multiplicity": 1, "species": ["C", "C", "C", "N", "O", "O", "Br", "Br", "H", "H", "H", "H", "H"], "xyz": [[-1.61663, 0.07837, -0.97415], [-0.84772, 0.05869, 0.25811], [1.24052, 0.00995, -0.10146], [1.70104, -0.09854, 1.26430], [1.87352, -1.18691, 1.75790], [1.83438, 0.95826, 1.83322], [1.45569, -1.61436, -1.04547], [1.55297, 1.59963, -1.08828], [-1.74692, -1.02815, -1.36166], [-1.01377, 0.71980, -1.65808], [-2.65161, 0.54902, -0.66180], [-0.90145, -0.84931, 0.82078], [-0.88001, 0.80355, 0.95660]], "forces_ev_per_angstrom": [[-1.3, -0.7, -0.6], [3.6, -2.5, -0.1], [-4.5, -0.6, -0.8], [0.7, 0.6, 0.4], [-0.2, -0.3, 0.0], [0.1, 0.6, 0.6], [0.3, 0.0, -0.4], [0.4, -0.3, 0.4], [0.1, 2.5, 0.5], [-1.1, -0.3, -0.2], [1.9, -0.8, -1.2], [0.1, -0.8, 0.2], [0.0, 2.6, 1.2]]}

=====

- Number 5 is which compound?
  C3H5Br2NO2